DFT (ωB97M-V with the def2-TZVPD basis set) results for a 8-piece molecular cluster, C28H39BN7 overall at a distorted geometry.

```
75
Properties=species:S:1:pos:R:3:lowdin_charge:R:1
N 0.4877 -0.7865 -2.5936 -0.06
N -2.3615 3.2871 -0.2183 -0.02
N 3.4674 2.8489 -1.0771 -0.07
N 3.1017 -1.4934 -1.0843 -0.03
N -3.8535 -1.5611 0.0710 -0.05
N 1.1223 1.5716 2.7765 -0.02
N -1.2443 -3.8764 2.4852 -0.02
C -2.9198 3.8880 -2.4869 -0.04
C 3.6862 -2.3391 -2.0139 -0.13
C -4.6666 -0.3721 -0.2770 -0.09
C 5.2062 -1.6548 -0.2618 -0.09
C 0.5837 1.4427 4.0207 -0.13
C 3.8849 4.1123 -0.5816 -0.12
C -2.8868 2.3817 -2.3618 -0.05
C -4.4484 -2.7191 -0.3352 -0.17
C 2.6067 4.7521 -0.0324 -0.12
C 1.9642 3.4492 4.1454 -0.11
C -1.8805 -5.8836 3.1400 -0.08
C 2.0188 2.8005 2.7307 -0.06
C 1.0467 2.6194 4.9475 -0.10
C 2.2255 2.5488 -0.7955 -0.16
C -2.4816 2.0575 -0.9433 -0.11
C -1.7235 -5.0721 1.9006 -0.04
C -2.4653 4.3745 -1.1135 -0.11
C 1.5180 3.7965 -0.2353 -0.07
C -1.1334 -5.2511 4.2934 -0.11
C 1.0159 -1.0246 -4.8699 -0.04
C -0.6981 -3.9892 3.8001 -0.13
C 0.9036 -1.7181 -3.5339 -0.13
C 0.2782 0.5071 -3.1143 -0.07
C 0.5431 0.3469 -4.6116 -0.05
C 3.9439 -0.9025 -0.1866 -0.15
C 5.0964 -2.5445 -1.5366 -0.08
C -5.8205 -2.3984 -0.7980 -0.09
C -6.0026 -0.8491 -0.7541 -0.04
B -0.1279 -0.8482 0.6376 -0.43
H -1.8232 -5.1179 0.9058 0.05
H -0.2708 -1.8868 0.0966 -0.04
H -2.2826 5.3506 -0.7268 0.07
H 3.1877 -2.8874 -2.8283 0.08
H 1.1418 -2.6851 -3.3704 0.04
H -1.1439 -3.1075 1.9172 0.04
H -1.1590 -0.5091 0.8213 -0.10
H 1.3156 -1.4670 -5.7421 0.03
H 1.8071 1.7046 -1.2878 0.06
H -1.0627 -5.8055 5.2441 0.08
H 0.4078 -0.1556 -0.0839 -0.07
H -6.8594 -0.5182 -0.8543 -0.04
H -2.6226 1.2425 -0.3118 0.02
H 0.0055 0.5174 4.0674 0.08
H 0.3729 -0.9365 1.7827 -0.01
H 4.2986 2.2881 -1.5900 0.22
H 0.4082 1.1669 -5.0429 -0.03
H 2.5133 5.8576 0.0618 0.08
H 0.4797 3.9503 -0.0194 0.05
H -0.3546 1.2590 -2.4588 0.12
H -2.7738 -1.4285 0.4405 0.16
H -2.0773 -6.8311 3.0308 -0.01
H -2.1098 3.1665 0.7770 0.15
H -3.7550 -3.5905 -0.2837 0.09
H 4.9355 4.5585 -0.8317 0.11
H 2.5930 4.4712 4.2290 0.11
H 3.6161 -0.1825 0.7799 0.17
H 0.8130 2.6281 5.9477 0.01
H -3.2907 4.5268 -3.2042 0.03
H 2.5506 2.8173 1.7978 0.03
H 0.1511 -1.2090 -1.6418 0.10
H -4.1859 0.6785 0.1111 0.11
H -6.6842 -3.0486 -1.1815 0.08
H 0.9739 0.9235 1.9595 0.08
H -0.0768 -3.0421 4.4511 0.18
H -3.1445 1.6342 -2.9772 0.03
H 6.0944 -1.4354 0.1755 0.01
H 2.0991 -1.2364 -1.1715 0.09
H 5.9258 -3.1619 -2.1205 0.09
```

Computed properties:
ΔE to the lowest compared entry with this formula, charge and spin: 11.5085 eV
LUMO energy: 0.101 Ha
Charge: -1
Gap between HOMO and LUMO: 7.739 eV
E_tot: -1497.8866 Ha
HOMO level: -4.979 eV